[1]
The following is a DFT calculation (ωB97M-V/def2-TZVPD) of a structure of composition C2H2F2LiOSr in a non-equilibrium geometry.

Positions of all 9 atoms, in Å:
F1 -1.26 2.47 -1.72
O1 -0.18 -0.11 -0.39
Sr1 -0.64 0.76 -2.64
Li1 -1.31 3.08 -0.07
C1 0.80 -0.54 0.40
C2 0.57 -1.58 1.22
H1 0.98 -0.56 1.93
F2 1.45 -1.71 -0.38
H2 -0.40 -1.81 1.65

**Gap between HOMO and LUMO (spin up / spin down)**: 0.2647 / 0.3070 Eh
**Spin multiplicity**: 2
**⟨S²⟩**: 0.77
**Charge**: +2
**E_LUMO (spin up / spin down)**: -0.3802 / -0.3662 hartree

For each atom in turn, the Löwdin charge in e is: atom 1 (F): -0.82, atom 2 (O): -0.22, atom 3 (Sr): 1.87, atom 4 (Li): 0.88, atom 5 (C): -0.29, atom 6 (C): 0.20, atom 7 (H): 0.25, atom 8 (F): 0.00, atom 9 (H): 0.14

---

[2]
The following is a DFT calculation (ωB97M-V/def2-TZVPD) of a cluster of 4 separate species, C16H35NO11S3 in total in a non-equilibrium geometry.

Positions of all 66 atoms, in Å:
C1 -5.64 -2.89 3.55
C2 -5.95 -1.93 2.43
C3 -7.25 -1.98 1.65
N1 -5.06 -1.04 2.16
C4 -4.34 -1.22 0.87
C5 -2.81 -1.06 1.26
O1 -2.13 -2.18 0.71
C6 -2.90 -2.48 -0.44
O2 -2.59 -2.58 -1.57
C7 -4.31 -2.60 0.19
H1 -6.52 -3.42 3.95
H2 -5.16 -2.30 4.34
H3 -4.87 -3.60 3.22
H4 -7.11 -1.38 0.75
H5 -7.59 -2.98 1.39
H6 -7.99 -1.45 2.26
H7 -4.67 -0.52 0.08
H8 -2.80 -0.97 2.35
H9 -2.45 -0.11 0.86
H10 -5.09 -2.86 -0.52
H11 -4.18 -3.47 0.84
C8 0.32 -1.79 -1.20
C9 0.50 -2.84 -2.26
O3 1.36 -2.41 -3.33
S1 2.93 -2.38 -3.06
C10 3.44 -2.14 -4.73
O4 3.36 -3.67 -2.62
O5 3.25 -1.19 -2.32
H12 1.26 -1.61 -0.67
H13 -0.43 -2.11 -0.50
H14 0.01 -0.84 -1.63
H15 0.86 -3.78 -1.83
H16 -0.47 -3.05 -2.71
H17 3.17 -3.02 -5.31
H18 4.52 -2.01 -4.73
H19 2.95 -1.25 -5.12
C11 0.07 4.29 4.47
C12 -0.94 3.71 5.43
O6 -2.24 3.57 4.84
S2 -2.48 2.38 3.81
C13 -4.23 2.50 3.72
O7 -2.12 1.14 4.44
O8 -1.93 2.75 2.54
H20 0.27 3.61 3.64
H21 1.02 4.48 4.98
H22 -0.30 5.22 4.03
H23 -0.60 2.75 5.83
H24 -1.06 4.38 6.28
H25 -4.65 2.25 4.69
H26 -4.57 1.78 2.97
H27 -4.50 3.51 3.42
C14 6.46 0.03 -2.44
C15 6.31 1.51 -2.19
O9 7.16 2.30 -3.05
S3 6.72 2.47 -4.58
C16 7.87 3.74 -4.99
O10 5.39 2.99 -4.63
O11 7.08 1.28 -5.30
H28 6.09 -0.24 -3.43
H29 5.90 -0.54 -1.70
H30 7.51 -0.27 -2.39
H31 5.27 1.83 -2.29
H32 6.62 1.75 -1.17
H33 7.62 4.64 -4.43
H34 7.77 3.93 -6.06
H35 8.87 3.40 -4.77

**Gap between HOMO and LUMO**: 0.3176 Eh
**SMILES**: CC(C)=N[C@H]1COC(=O)C1.CCOS(C)(=O)=O.CCOS(C)(=O)=O.CCOS(C)(=O)=O
**Charge**: 0
**E_LUMO**: 0.0104 hartree

For each atom in turn, the Löwdin charge in e is: atom 1 (C): -0.02, atom 2 (C): -0.40, atom 3 (C): -0.03, atom 4 (N): 0.07, atom 5 (C): -0.27, atom 6 (C): -0.11, atom 7 (O): -0.04, atom 8 (C): -0.42, atom 9 (O): 0.18, atom 10 (C): -0.04, atom 11 (H): 0.08, atom 12 (H): 0.09, atom 13 (H): 0.08, atom 14 (H): 0.08, atom 15 (H): 0.08, atom 16 (H): 0.09, atom 17 (H): 0.14, atom 18 (H): 0.12, atom 19 (H): 0.13, atom 20 (H): 0.12, atom 21 (H): 0.13, atom 22 (C): -0.07, atom 23 (C): -0.24, atom 24 (O): -0.26, atom 25 (S): 0.57, atom 26 (C): -0.12, atom 27 (O): -0.28, atom 28 (O): -0.28, atom 29 (H): 0.08, atom 30 (H): 0.04, atom 31 (H): 0.10, atom 32 (H): 0.12, atom 33 (H): 0.11, atom 34 (H): 0.07, atom 35 (H): 0.07, atom 36 (H): 0.08, atom 37 (C): -0.07, atom 38 (C): -0.26, atom 39 (O): -0.26, atom 40 (S): 0.56, atom 41 (C): -0.12, atom 42 (O): -0.28, atom 43 (O): -0.28, atom 44 (H): 0.07, atom 45 (H): 0.08, atom 46 (H): 0.08, atom 47 (H): 0.12, atom 48 (H): 0.12, atom 49 (H): 0.08, atom 50 (H): 0.06, atom 51 (H): 0.08, atom 52 (C): -0.07, atom 53 (C): -0.24, atom 54 (O): -0.27, atom 55 (S): 0.57, atom 56 (C): -0.12, atom 57 (O): -0.27, atom 58 (O): -0.28, atom 59 (H): 0.06, atom 60 (H): 0.08, atom 61 (H): 0.09, atom 62 (H): 0.12, atom 63 (H): 0.12, atom 64 (H): 0.07, atom 65 (H): 0.08, atom 66 (H): 0.07

---

[3]
The following is a DFT calculation (ωB97M-V/def2-TZVPD) of a structure of composition C12H33AgN5O9 in a non-equilibrium geometry.

Positions of all 60 atoms, in Å:
Ag1 -24.88 21.91 -16.65
N1 -27.95 21.44 -18.29
O1 -28.83 22.07 -17.71
O2 -28.22 21.06 -19.38
O3 -26.87 21.20 -17.79
N2 -22.55 23.25 -14.33
O4 -22.64 22.64 -13.27
O5 -23.37 23.01 -15.23
O6 -21.71 24.14 -14.49
C1 -26.19 19.60 -12.86
C2 -25.63 19.70 -14.34
C3 -26.30 18.80 -15.42
O7 -25.53 18.89 -16.60
C4 -26.02 18.14 -17.68
N3 -25.72 21.08 -14.65
H1 -27.27 19.71 -12.76
H2 -25.79 20.42 -12.27
H3 -25.88 18.67 -12.39
H4 -24.58 19.42 -14.35
H5 -27.30 19.20 -15.60
H6 -26.27 17.76 -15.10
H7 -25.23 18.14 -18.43
H8 -26.86 18.75 -18.00
H9 -26.31 17.12 -17.44
H10 -25.28 21.43 -13.81
H11 -26.67 21.39 -14.49
C5 -27.02 25.84 -16.63
C6 -26.15 24.74 -17.17
C7 -24.70 25.13 -17.38
O8 -23.98 23.99 -17.84
C8 -22.62 24.25 -18.17
N4 -26.17 23.80 -16.02
H12 -27.98 25.51 -16.23
H13 -27.32 26.50 -17.44
H14 -26.63 26.52 -15.86
H15 -26.63 24.13 -17.93
H16 -24.26 25.62 -16.51
H17 -24.71 25.85 -18.20
H18 -22.10 24.56 -17.27
H19 -22.52 25.04 -18.92
H20 -22.25 23.31 -18.56
H21 -25.98 24.33 -15.18
H22 -27.14 23.53 -15.91
C9 -21.25 19.50 -17.63
C10 -22.36 20.61 -17.60
C11 -23.19 20.53 -18.88
O9 -24.22 21.53 -18.85
C12 -24.85 21.77 -20.15
N5 -23.21 20.32 -16.48
H23 -21.65 18.49 -17.73
H24 -20.69 19.57 -16.70
H25 -20.58 19.72 -18.46
H26 -21.94 21.59 -17.37
H27 -23.71 19.58 -18.99
H28 -22.50 20.67 -19.71
H29 -25.24 20.83 -20.53
H30 -24.13 22.23 -20.83
H31 -25.75 22.36 -19.99
H32 -22.60 20.34 -15.67
H33 -23.49 19.36 -16.59

**Gap between HOMO and LUMO (spin up / spin down)**: 0.2564 / 0.0963 Eh
**Spin multiplicity**: 3
**⟨S²⟩**: 2.01
**Charge**: +1
**E_LUMO (spin up / spin down)**: -0.1384 / -0.2975 hartree

For each atom in turn, the Löwdin charge in e is: atom 1 (Ag): 1.08, atom 2 (N): -0.59, atom 3 (O): 0.24, atom 4 (O): 0.28, atom 5 (O): 0.06, atom 6 (N): -0.64, atom 7 (O): -0.02, atom 8 (O): -0.17, atom 9 (O): 0.01, atom 10 (C): -0.01, atom 11 (C): -0.38, atom 12 (C): -0.16, atom 13 (O): -0.28, atom 14 (C): -0.07, atom 15 (N): 0.03, atom 16 (H): 0.09, atom 17 (H): 0.08, atom 18 (H): 0.09, atom 19 (H): 0.14, atom 20 (H): 0.13, atom 21 (H): 0.14, atom 22 (H): 0.09, atom 23 (H): 0.08, atom 24 (H): 0.10, atom 25 (H): 0.08, atom 26 (H): 0.10, atom 27 (C): -0.06, atom 28 (C): -0.38, atom 29 (C): -0.17, atom 30 (O): -0.27, atom 31 (C): -0.06, atom 32 (N): 0.02, atom 33 (H): 0.09, atom 34 (H): 0.09, atom 35 (H): 0.10, atom 36 (H): 0.13, atom 37 (H): 0.15, atom 38 (H): 0.14, atom 39 (H): 0.09, atom 40 (H): 0.10, atom 41 (H): 0.08, atom 42 (H): 0.11, atom 43 (H): 0.07, atom 44 (C): -0.02, atom 45 (C): -0.39, atom 46 (C): -0.16, atom 47 (O): -0.31, atom 48 (C): -0.03, atom 49 (N): 0.04, atom 50 (H): 0.09, atom 51 (H): 0.09, atom 52 (H): 0.09, atom 53 (H): 0.14, atom 54 (H): 0.12, atom 55 (H): 0.14, atom 56 (H): 0.09, atom 57 (H): 0.11, atom 58 (H): 0.08, atom 59 (H): 0.11, atom 60 (H): 0.08

---

[4]
The following is a DFT calculation (ωB97M-V/def2-TZVPD) of a cluster of 2 separate species, C3H7NO3 in total in a non-equilibrium geometry.

Positions of all 14 atoms, in Å:
C1 -2.36 -2.03 -0.19
C2 1.38 2.38 -0.58
C3 0.82 0.33 0.53
N1 -0.32 -0.29 0.96
O1 -0.09 -1.11 1.99
O2 1.94 0.34 1.04
O3 0.57 1.23 -0.46
H1 -2.18 -1.05 -0.62
H2 -2.19 -1.98 0.83
H3 -2.38 -2.87 -0.85
H4 1.17 2.75 -1.64
H5 2.46 2.06 -0.45
H6 1.15 2.90 0.41
H7 0.89 -1.12 2.00

**Gap between HOMO and LUMO (spin up / spin down)**: 0.3413 / 0.3377 Eh
**Spin multiplicity**: 3
**⟨S²⟩**: 2.01
**Charge**: 0
**E_LUMO (spin up / spin down)**: 0.0273 / -0.0716 hartree

For each atom in turn, the Löwdin charge in e is: atom 1 (C): 0.09, atom 2 (C): -0.05, atom 3 (C): -0.54, atom 4 (N): 0.10, atom 5 (O): 0.06, atom 6 (O): 0.08, atom 7 (O): -0.08, atom 8 (H): -0.02, atom 9 (H): -0.06, atom 10 (H): -0.02, atom 11 (H): 0.12, atom 12 (H): 0.10, atom 13 (H): 0.12, atom 14 (H): 0.11

---

[5]
The following is a DFT calculation (ωB97M-V/def2-TZVPD) of a cluster of 22 separate species, C9H60NO22 in total in a non-equilibrium geometry.

Positions of all 92 atoms, in Å:
C1 -0.77 -0.48 -2.18
C2 0.25 -0.11 -1.14
C3 0.95 1.22 -1.69
C4 1.93 1.91 -0.76
C5 1.11 2.32 0.44
C6 0.37 1.13 1.22
N1 -0.36 0.24 0.21
O1 -1.09 -0.94 0.82
C7 -0.66 1.81 2.15
C8 1.47 0.45 2.04
C9 1.21 -1.28 -1.15
H1 -0.37 -0.47 -3.20
H2 -1.72 0.05 -2.21
H3 -1.10 -1.51 -2.09
H4 0.08 1.85 -1.91
H5 1.41 1.15 -2.67
H6 2.37 2.74 -1.31
H7 2.69 1.22 -0.39
H8 0.43 3.10 0.08
H9 1.88 2.76 1.07
H10 -0.15 2.32 2.97
H11 -1.24 1.00 2.59
H12 -1.29 2.51 1.59
H13 2.14 1.11 2.59
H14 2.12 -0.07 1.34
H15 1.04 -0.20 2.80
H16 1.58 -1.31 -2.17
H17 0.76 -2.26 -0.98
H18 2.11 -1.16 -0.55
O2 0.62 -5.40 0.07
H19 0.55 -5.11 -0.84
H20 0.49 -4.60 0.58
O3 -2.15 -3.54 0.54
H21 -1.56 -2.80 0.66
H22 -2.66 -3.57 1.36
O4 2.63 -2.04 4.97
H23 3.59 -2.08 5.05
H24 2.48 -1.95 4.03
O5 3.43 4.76 1.78
H25 2.59 4.53 1.39
H26 3.87 5.28 1.10
O6 -2.53 2.15 -0.99
H27 -2.94 1.45 -1.50
H28 -1.75 1.75 -0.61
O7 1.46 2.03 4.91
H29 2.27 1.57 5.10
H30 1.10 1.58 4.14
O8 3.95 0.92 -3.98
H31 4.83 1.27 -4.16
H32 3.90 0.89 -3.03
O9 2.80 -3.39 -4.27
H33 2.48 -2.95 -5.06
H34 2.02 -3.54 -3.74
O10 -2.28 -0.88 3.94
H35 -1.65 -0.73 3.23
H36 -3.13 -0.65 3.57
O11 -2.34 -4.07 -2.19
H37 -2.41 -3.74 -1.29
H38 -3.15 -4.56 -2.33
O12 -4.05 -0.63 -3.57
H39 -3.83 -0.88 -2.67
H40 -4.87 -0.13 -3.49
O13 -3.74 -0.79 -0.75
H41 -2.87 -1.17 -0.64
H42 -4.29 -1.28 -0.14
O14 -1.82 4.70 0.21
H43 -1.99 5.01 -0.68
H44 -2.01 3.77 0.18
O15 -2.50 -2.88 -4.87
H45 -2.81 -1.98 -4.93
H46 -2.11 -2.95 -4.00
O16 0.41 -4.31 -3.17
H47 0.13 -5.06 -3.69
H48 -0.40 -3.93 -2.83
O17 3.36 -2.40 2.04
H49 4.15 -2.56 2.56
H50 3.65 -1.81 1.35
O18 0.77 -3.43 1.73
H51 0.23 -2.63 1.71
H52 1.67 -3.11 1.65
O19 5.29 1.55 -1.25
H53 5.83 0.89 -1.69
H54 4.71 1.05 -0.68
O20 -3.85 4.52 2.04
H55 -3.32 4.47 1.24
H56 -3.81 5.44 2.30
O21 -4.09 0.20 1.99
H57 -3.48 -0.34 1.49
H58 -4.32 0.92 1.40
O22 -0.89 6.00 2.59
H59 -1.22 5.47 1.86
H60 -1.59 6.64 2.76

**Gap between HOMO and LUMO**: 0.2288 Eh
**Charge**: -1
**E_LUMO**: 0.0561 hartree

For each atom in turn, the Löwdin charge in e is: atom 1 (C): -0.05, atom 2 (C): -0.47, atom 3 (C): -0.12, atom 4 (C): -0.19, atom 5 (C): -0.14, atom 6 (C): -0.43, atom 7 (N): -0.10, atom 8 (O): -0.30, atom 9 (C): 0.01, atom 10 (C): -0.04, atom 11 (C): -0.03, atom 12 (H): 0.10, atom 13 (H): 0.05, atom 14 (H): 0.07, atom 15 (H): 0.11, atom 16 (H): 0.11, atom 17 (H): 0.12, atom 18 (H): 0.08, atom 19 (H): 0.11, atom 20 (H): 0.09, atom 21 (H): 0.08, atom 22 (H): 0.06, atom 23 (H): 0.06, atom 24 (H): 0.08, atom 25 (H): 0.05, atom 26 (H): 0.09, atom 27 (H): 0.08, atom 28 (H): 0.08, atom 29 (H): 0.06, atom 30 (O): -0.08, atom 31 (H): -0.01, atom 32 (H): -0.05, atom 33 (O): -0.04, atom 34 (H): -0.02, atom 35 (H): 0.06, atom 36 (O): -0.04, atom 37 (H): 0.02, atom 38 (H): -0.01, atom 39 (O): -0.05, atom 40 (H): 0.01, atom 41 (H): 0.03, atom 42 (O): -0.05, atom 43 (H): 0.01, atom 44 (H): 0.00, atom 45 (O): -0.05, atom 46 (H): 0.03, atom 47 (H): -0.03, atom 48 (O): -0.05, atom 49 (H): 0.03, atom 50 (H): -0.01, atom 51 (O): -0.07, atom 52 (H): 0.02, atom 53 (H): -0.03, atom 54 (O): -0.06, atom 55 (H): -0.02, atom 56 (H): -0.01, atom 57 (O): -0.04, atom 58 (H): 0.00, atom 59 (H): 0.06, atom 60 (O): -0.05, atom 61 (H): -0.02, atom 62 (H): 0.04, atom 63 (O): -0.05, atom 64 (H): 0.00, atom 65 (H): 0.06, atom 66 (O): -0.05, atom 67 (H): 0.08, atom 68 (H): 0.00, atom 69 (O): -0.07, atom 70 (H): 0.00, atom 71 (H): -0.03, atom 72 (O): -0.04, atom 73 (H): 0.07, atom 74 (H): 0.00, atom 75 (O): -0.03, atom 76 (H): 0.06, atom 77 (H): 0.05, atom 78 (O): -0.04, atom 79 (H): 0.01, atom 80 (H): 0.01, atom 81 (O): -0.04, atom 82 (H): 0.04, atom 83 (H): 0.02, atom 84 (O): -0.05, atom 85 (H): -0.03, atom 86 (H): 0.02, atom 87 (O): -0.05, atom 88 (H): -0.01, atom 89 (H): 0.04, atom 90 (O): -0.06, atom 91 (H): -0.03, atom 92 (H): 0.02

---

Number 1: molar mass 174.59 g mol⁻¹. Number 2: molar mass 513.65 g mol⁻¹. Number 3: molar mass 499.29 g mol⁻¹. Number 4: molar mass 105.09 g mol⁻¹. Number 5: molar mass 534.56 g mol⁻¹.